Computed, not measured: a molecular structure, C31H21F5FeN8O3S2, with ωB97M-V/def2-TZVPD.

Values from the calculation:
- Kohn-Sham gap (alpha / beta) (eV) = 4.9 / 4.9
- ΔE to the lowest compared entry with this formula, charge and spin (kcal per mole) = 62.0
- E (Ha) = -4417.00975
- net charge = -2

```
71
Properties=species:S:1:pos:R:3:forces:R:3:mulliken_charge:R:1
O 2.52330 -0.34060 0.48620 1.19 0.74 1.20 -0.372
O 1.29520 0.94010 2.28950 0.12 0.04 -0.43 -0.560
C -1.01480 7.38630 1.64680 -0.14 -0.66 -0.79 -0.857
H -3.62510 -4.01910 -3.07540 -0.08 0.00 0.00 0.343
H -1.73650 1.82410 4.29730 0.06 -0.04 -0.16 0.232
C 0.71560 0.29610 -5.55500 -0.46 -0.09 0.01 0.193
H -0.60620 2.92510 0.51880 -0.12 -0.10 0.01 0.491
C -0.06060 0.02260 -7.80930 0.01 0.01 0.12 0.599
C -1.18790 5.01110 -1.26830 -0.21 1.15 0.82 -0.730
C -0.64510 6.28540 0.82870 1.40 0.49 1.90 1.151
N 0.50280 5.61790 1.11600 -1.33 0.16 -0.95 -0.255
F 1.76290 0.50550 -4.73420 0.01 -0.02 -0.08 -0.355
C 0.54780 3.82880 -2.52550 -0.17 0.04 0.31 -0.652
H -1.91850 7.94780 1.44090 0.03 -0.05 0.02 0.339
H 6.36840 3.39440 3.15930 0.00 0.00 -0.01 0.354
F 2.24330 0.36290 -7.36800 -0.19 -0.01 0.02 -0.340
H 2.08660 2.71950 -3.53550 -0.09 -0.07 -0.08 0.402
C -2.81210 -3.59950 -2.49840 -0.25 -0.20 -0.19 -0.669
C 1.45410 2.80040 -2.66460 0.21 0.14 0.09 -0.894
F -2.88920 -0.18660 -5.56000 0.33 0.03 -0.20 -0.345
C 3.23350 3.99360 4.28540 0.54 0.23 0.10 -0.612
N 0.95760 7.06330 2.94740 -0.61 0.32 -0.13 -0.645
N -1.67550 0.86660 1.31580 -1.27 2.30 0.51 -1.109
C -1.41370 5.95790 -0.31590 -0.73 -1.00 -1.88 -0.693
C -1.94320 -1.87740 -1.03570 0.53 -0.83 -0.40 0.502
N -2.03180 1.84730 3.33400 -0.17 0.83 0.26 -0.528
H 2.13280 5.50370 2.31500 -0.01 0.01 0.03 0.648
C 1.52350 1.83490 -1.67200 -0.14 0.07 -0.01 -0.422
H 5.19800 1.49950 2.10600 0.06 -0.03 -0.12 0.455
S -0.89400 0.27710 -3.35210 -0.22 0.09 0.53 -0.180
C -0.63680 -2.46290 -1.09160 -0.94 0.17 -0.07 0.631
C 5.30210 3.26990 3.30440 0.05 0.24 0.16 -0.482
N 0.76440 1.88860 -0.57880 0.20 -1.01 0.23 0.884
H 2.68140 4.69150 4.90050 -0.06 0.02 0.00 0.376
H 0.45400 -4.16560 -1.79290 0.15 0.00 -0.04 0.394
C -0.58650 0.16400 -5.00700 0.12 0.08 -0.61 -0.021
H 2.17850 0.97730 -1.75090 -0.03 -0.02 -0.07 0.408
O 0.37380 -1.93180 -0.51230 1.10 0.79 0.58 -0.606
H -3.96470 -1.98140 -1.72210 -0.09 0.07 -0.01 0.293
F -2.36450 -0.32510 -8.19970 0.12 0.03 0.08 -0.329
C 3.27350 2.05470 2.86090 1.07 1.23 0.81 0.054
H -3.22540 -0.40240 -0.14340 0.09 0.13 0.14 0.223
C -2.99380 -2.45850 -1.75470 0.20 0.20 0.18 -0.681
C -1.35530 -0.11980 -7.31940 0.14 -0.01 -0.22 0.124
S -1.36280 -0.69820 3.46190 0.19 -0.56 0.51 -0.573
H -1.42280 -5.13710 -3.06350 0.03 -0.04 -0.02 0.341
C -0.20830 3.94510 -1.34760 0.88 -0.93 -0.40 0.554
H 5.09650 5.05170 4.48650 0.02 0.00 0.10 0.376
F 0.18360 -0.04460 -9.14380 -0.01 0.00 0.14 -0.348
Fe 0.57840 -0.26440 0.57610 0.45 0.12 -0.46 0.541
H -1.90170 2.72200 2.84960 0.03 0.10 0.01 0.274
H -2.23840 6.63970 -0.50060 0.00 -0.04 -0.06 0.254
C -0.18800 7.72030 2.68320 0.81 -0.13 0.55 -0.145
C -2.19570 -0.75330 -0.20340 0.44 0.86 0.94 -0.503
H -0.41390 8.54890 3.35180 -0.06 -0.06 -0.11 0.394
C -0.51210 -3.68290 -1.80310 0.19 0.11 0.07 -0.637
N 2.59580 1.08790 2.13910 -1.43 -1.91 -1.60 0.762
C 4.59390 4.18870 4.07090 -0.13 0.01 0.07 -0.374
H 0.41810 4.55960 -3.31620 0.02 0.00 -0.02 0.456
H -1.77970 5.10750 -2.17300 -0.23 -0.05 0.06 0.396
C -0.03850 2.92760 -0.40060 -0.37 0.48 0.06 -0.695
C 2.57780 2.93280 3.69790 -0.24 -0.61 -0.50 -0.255
C 4.65920 2.20920 2.70880 -0.37 -0.22 -0.04 -0.311
C 0.97650 0.23010 -6.90530 -0.13 -0.06 -0.27 -0.058
C -1.60840 -0.05330 -5.96730 0.23 0.06 0.24 0.076
C -1.65680 0.74290 2.61060 -0.12 -1.33 -0.70 0.282
C 1.21210 6.04710 2.12440 0.74 0.10 0.70 -0.285
N -1.30590 -0.16180 0.53570 -0.45 -1.10 -0.44 1.071
C -1.56330 -4.22090 -2.50170 0.01 0.05 0.05 -0.387
N 3.25390 0.41420 1.24720 -0.72 -0.21 -0.49 -0.476
H 1.52110 2.77860 3.83530 -0.18 -0.07 -0.05 0.513
```
Positions in Å, forces in eV/Å.



Computed, not measured: 9 unconnected molecules or ions with the total composition C42H75N12O6, with ωB97M-V/def2-TZVPD.

Values from the calculation:
- Kohn-Sham gap (eV) = 5.6
- ΔE to the lowest compared entry with this formula, charge and spin (kcal per mole) = 0.0
- E (Ha) = -2753.01740
- net charge = +3

```
135
Properties=species:S:1:pos:R:3:forces:R:3:mulliken_charge:R:1
C 1.59394 4.73299 2.51570 0.66 0.01 0.58 -0.866
C 1.35091 -0.55079 -5.32625 -0.10 -0.29 -0.93 -0.930
H -0.08533 5.70830 -2.94320 0.10 0.16 0.05 0.540
H 3.06124 -4.02147 6.09919 -0.02 -0.21 -0.52 0.339
H -0.35620 8.31508 -3.89356 -0.07 0.18 -0.39 0.319
C -3.11410 -2.05047 2.29582 0.64 0.73 -0.70 -0.289
H 1.96739 -4.61256 7.25960 -0.27 -0.48 -0.19 0.410
C 2.66560 0.19877 2.04501 0.59 0.38 -0.45 -0.538
H 1.19070 -1.30438 -8.16567 0.32 0.36 0.24 0.362
N 0.33026 4.02481 2.36080 -0.28 0.88 0.40 0.276
O 1.19676 -1.39287 -0.67844 0.19 -0.59 0.14 -0.694
H -6.07333 -6.17813 0.55363 0.01 0.37 0.10 0.297
H -1.83106 -1.14560 -2.46956 0.18 0.01 -0.08 -0.076
C -5.25303 -6.91076 2.42517 -0.90 -0.23 -0.25 -1.133
H -0.07872 -0.96104 4.88261 0.44 -0.34 0.11 0.453
H -4.45964 -0.33386 -0.25046 -0.06 -0.35 -0.22 0.002
H 4.82242 3.64483 2.52776 0.26 0.10 -0.46 0.275
H 3.19442 -5.82135 3.02449 -0.04 -0.05 -0.05 0.429
O -5.85043 1.78264 -1.52202 0.76 0.04 -0.38 -0.740
C 3.55987 1.09525 1.51873 0.08 0.21 0.26 -0.818
H 0.00249 -2.77919 -2.29972 0.52 0.51 -0.33 -0.248
H 3.37864 2.41671 -3.18053 0.21 -0.02 -0.28 -0.117
O -0.68054 -1.07316 0.52074 0.35 -0.50 0.21 -0.137
C 0.67064 8.14708 -4.19261 1.58 -0.15 0.68 -0.788
C -4.45142 -4.06403 1.66678 0.75 -0.57 0.37 -0.187
H -4.33928 1.53004 3.82416 0.04 0.04 0.05 0.417
C 2.11009 -0.56396 4.38717 -1.27 0.56 0.69 -0.515
C 2.00784 -4.28043 6.22026 0.04 0.54 1.03 -0.949
N -4.22073 -5.19285 0.97972 -1.36 0.91 -0.31 0.202
H -3.00774 0.30749 -1.07377 0.00 0.04 0.36 -0.190
C 1.46362 -5.26971 5.21861 0.06 -0.62 -0.54 -0.667
H 0.82191 1.08596 -1.13730 0.05 -0.01 -0.18 0.032
H -3.58306 1.25697 2.30372 0.08 0.90 -0.35 0.240
C -0.35134 -1.93390 -5.54486 -0.08 0.60 0.50 -0.096
H 1.83858 4.20300 -6.32153 0.21 0.11 0.06 0.444
C 3.75825 3.28424 -1.32259 0.85 1.45 -0.63 0.343
N 1.55621 -4.72709 3.85404 -0.26 -0.19 -0.39 0.222
C 0.49563 5.69092 -3.85101 -0.72 -0.21 -0.20 -0.240
H -4.34741 -7.06231 3.00758 0.28 -0.12 -0.44 0.326
H 0.25424 -0.15235 3.34562 -0.05 -0.38 -0.05 0.067
H -3.19159 -1.18891 1.63261 -0.01 0.03 0.04 -0.082
C -1.36023 2.90937 1.49244 -0.33 0.06 0.13 -0.706
H 2.06897 6.98022 -6.33729 0.03 -0.15 -0.10 0.448
N -0.02164 -1.90563 -4.24199 1.44 -0.55 -1.52 0.378
H 2.28927 -1.62282 4.22012 0.39 0.10 -0.39 0.182
H -4.66124 -7.14721 0.35994 0.31 0.15 0.04 0.330
H 1.09224 8.75155 -4.99052 -0.73 0.19 -0.19 0.296
H 3.83938 -4.91641 0.73106 0.13 0.19 -0.08 0.335
C 3.85662 3.35515 -2.87044 -0.75 -0.78 -0.23 -0.347
C -0.09686 3.34048 1.25768 0.77 -1.07 -0.28 -0.780
H 2.00863 -0.52086 1.58163 -0.04 0.15 -0.18 0.747
H 5.97418 2.62132 3.28539 0.14 -0.59 -0.17 0.363
O -4.30621 2.38463 -0.02325 1.28 0.15 0.23 -0.633
H 1.98930 -6.22516 5.19063 0.28 0.17 0.24 0.389
C 0.71963 -3.74180 3.35516 0.48 -0.44 0.51 -1.371
H 1.61210 2.63938 -4.18408 0.23 0.45 -0.27 -0.197
H -0.65156 1.48976 -4.38920 0.03 0.10 0.24 0.086
N 2.77099 0.30469 3.40899 0.20 -0.20 0.46 0.358
H 0.81018 -2.78102 1.33513 -0.12 0.15 0.14 0.690
C 1.07449 -1.09868 -4.13349 0.69 0.38 1.48 -0.472
N 0.90562 6.75155 -4.55493 -0.06 -1.09 0.38 0.087
C 0.36101 -0.81573 -7.65091 0.51 -0.72 -0.01 -0.815
C -2.52724 -3.83519 0.63476 0.20 -0.33 -0.54 -0.604
C 0.59768 -0.27336 4.37819 -0.17 0.90 -0.60 -0.923
C -0.43938 2.47415 -4.80596 0.11 -0.13 -0.34 -1.056
N 4.18988 1.71222 2.58432 -0.54 -0.79 0.07 0.284
C 3.66464 1.25606 3.71249 0.28 -0.61 -0.11 -0.201
H -3.70722 3.72962 3.12212 -0.10 -0.13 -0.07 0.247
H 4.84288 3.40824 -3.32273 0.22 -0.06 0.49 0.420
C 3.00281 -4.22869 0.60937 0.72 -0.60 0.08 -0.668
C -4.76624 1.64094 -0.93205 -1.69 -0.30 0.85 0.157
H -2.75866 -5.85675 -0.35163 0.28 0.32 -0.21 0.446
H 0.53603 3.14141 -2.96750 -0.14 0.46 0.01 0.200
C -4.10127 0.25348 -1.09609 0.70 0.65 -0.73 -0.025
H -5.78009 -7.85561 2.27678 0.12 -0.11 0.49 0.374
H 1.34942 8.33848 -3.35604 -0.37 0.19 0.17 0.374
O 2.60431 3.22461 -0.82592 -0.58 -0.41 0.12 -0.354
H -0.13615 2.29316 -5.84132 0.01 0.13 -0.04 0.314
H 2.22020 4.22820 3.25498 -0.08 -0.21 -0.09 0.272
H -2.38009 -2.73663 -2.06449 -0.42 0.01 -0.22 -0.099
H -0.49107 -1.34351 -8.07230 -0.44 0.63 0.16 0.319
N -3.39547 -3.25593 1.51487 -0.97 -0.42 0.58 0.512
C 1.50927 4.94398 -5.61217 0.39 -0.60 -0.92 -0.420
H -5.90621 -6.29139 3.04160 -0.06 0.12 -0.17 0.377
H 3.82912 1.47876 0.54249 -0.29 -0.37 -0.21 0.289
C -1.95096 -2.14721 -2.87489 0.35 -0.95 0.33 -0.385
C 2.40733 -5.09445 2.90422 0.41 0.55 -0.04 0.037
C 1.15119 -3.46655 2.10886 0.07 -0.04 -0.95 -0.180
C -5.10324 -6.38609 1.00067 0.47 0.00 0.44 -0.410
H 0.63663 3.00517 0.53421 -0.14 0.48 -0.38 0.759
H -4.36463 -0.12720 -2.08416 -0.34 -0.44 0.29 0.419
C -0.11667 0.51814 -1.16961 1.04 0.34 0.63 0.330
H 0.39560 0.70823 4.81461 0.19 -0.03 0.18 0.441
H -2.76813 3.32416 4.53283 0.12 -0.22 0.05 0.400
H -2.72724 0.86814 3.74517 0.29 0.39 0.27 0.159
H 2.47296 -4.53956 -0.28696 -0.39 0.13 0.20 0.250
C -0.67073 4.07823 3.23795 -0.97 -0.62 -0.32 -0.221
H 3.35546 -3.20703 0.50149 -0.02 -0.02 -0.07 0.306
H -2.05316 2.35550 0.86664 -0.21 0.05 0.08 0.678
O 4.84116 3.37474 -0.71840 -0.12 -0.63 0.59 -0.678
H -0.85503 1.15937 -0.69557 -0.43 -0.30 -0.34 -0.123
H 3.25854 4.14298 -3.33619 -0.08 0.18 0.42 -0.007
N 0.43778 -1.08364 -6.21396 -0.53 -0.84 0.25 0.169
C -2.94016 3.04897 3.49424 -0.11 0.92 -0.88 -0.363
H -3.73626 -1.89098 3.17072 -0.30 -0.53 -0.13 0.410
H 3.97679 1.52184 4.70844 0.00 -0.01 0.00 0.465
H -0.07945 -3.39240 3.98483 -0.04 0.28 -0.22 0.642
H -0.73954 4.62840 4.16097 0.35 -0.01 0.04 0.462
C -3.08627 -5.02205 0.24545 0.62 -0.35 0.60 -0.884
C 0.68495 3.18725 -4.04635 -1.19 -1.11 0.13 0.068
H -1.36829 3.04044 -4.84874 0.01 0.06 0.23 0.459
H 2.16475 0.06502 -5.66704 -0.06 0.12 0.12 0.558
H -1.59041 -3.35656 0.38970 -0.11 0.15 -0.10 0.792
C 5.28486 2.65780 2.44517 -0.56 1.33 0.36 -0.745
H 1.45302 -3.33866 6.24467 -0.12 -0.07 -0.32 0.231
H 2.50514 -0.29791 5.36581 0.20 -0.14 -0.02 0.238
H -5.27482 -3.90424 2.34140 -0.03 0.08 -0.05 0.419
C -0.58014 -2.77784 -3.22139 -1.22 0.71 0.86 -0.175
N 0.79146 4.56198 -4.50948 1.17 1.36 0.40 0.389
H -2.60793 -2.08487 -3.74039 -0.16 -0.21 0.10 0.565
C 0.15279 -0.76747 -0.37225 -0.68 0.64 -0.19 0.798
H -1.16297 -2.52534 -5.93508 0.03 0.12 -0.22 0.429
H 1.43155 5.72788 2.92560 -0.19 0.08 -0.29 0.415
H 0.39661 0.26179 -7.76657 -0.34 -0.07 -0.46 0.310
N 2.21047 -4.32489 1.83139 -0.93 0.48 0.43 0.165
H -0.30201 0.30540 -2.22071 -0.31 0.08 0.04 -0.814
H 5.72475 2.54236 1.45994 0.12 0.09 0.07 0.343
H 2.15769 4.77854 1.58680 -0.31 -0.08 -0.19 0.271
N -1.70709 3.37861 2.74114 0.75 0.06 0.28 0.205
H -2.06682 -2.11812 2.58379 -0.03 0.11 0.09 -0.122
H -0.56075 -3.81492 -3.55356 -0.45 0.12 -0.37 0.490
C -3.38042 1.63271 3.30874 -0.61 -1.48 0.43 -0.898
C 1.62161 6.29090 -5.64325 -0.79 0.12 0.19 -0.437
H 0.41816 -5.56772 5.30989 -0.02 0.37 0.57 0.344
H 1.61319 -0.98180 -3.20304 -0.25 -0.04 0.14 0.726
```
Positions in Å, forces in eV/Å.



Computed, not measured: a single C3H4O3S molecule, with ωB97M-V/def2-TZVPD.

Values from the calculation:
- Kohn-Sham gap (eV) = 10.1
- ΔE to the lowest compared entry with this formula, charge and spin (kcal per mole) = 34.7
- E (Ha) = -740.60425
- net charge = 0

```
11
Properties=species:S:1:pos:R:3:forces:R:3:mulliken_charge:R:1
H 0.33192 1.54652 -1.27032 0.13 -0.06 0.41 0.312
C -1.35939 -0.03929 0.00563 -0.55 0.79 -0.61 0.637
H 0.96473 -2.25745 0.11763 0.00 -0.17 -0.06 0.294
C 0.53584 1.32796 -0.21080 1.11 0.25 0.16 -0.280
H 0.30189 -1.19141 1.45334 0.44 -0.27 -1.45 0.301
O -0.58330 -1.05677 -0.43108 -0.72 -0.24 0.12 -0.327
O -0.65534 1.04030 0.47270 -0.48 -0.74 0.15 -0.323
O -2.54857 -0.01654 -0.08177 0.72 -0.32 0.22 -0.491
S 1.82760 -0.00415 -0.07229 -0.70 -0.19 0.09 -0.145
C 0.57073 -1.27964 0.34690 0.33 1.02 1.48 -0.268
H 0.97451 2.17851 0.32682 -0.28 -0.07 -0.52 0.291
```
Positions in Å, forces in eV/Å.



Computed, not measured: 7 unconnected molecules or ions with the total composition C5H23NO7, with ωB97M-V/def2-TZVPD.

Values from the calculation:
- Kohn-Sham gap (eV) = 9.2
- ΔE to the lowest compared entry with this formula, charge and spin (kcal per mole) = 129.9
- E (Ha) = -785.56498
- net charge = 0

```
36
Properties=species:S:1:pos:R:3:forces:R:3:mulliken_charge:R:1
O -2.56548 0.19343 2.93050 0.76 -6.18 6.71 -0.703
H 0.47226 1.15382 3.50849 -0.15 0.00 -1.02 0.267
O -1.24374 3.27597 -1.16957 -1.62 5.20 -6.33 -0.604
H 2.28296 2.77122 -0.77443 -0.12 2.28 0.24 0.382
H -2.38272 -1.74674 0.43849 0.99 0.48 -1.09 0.195
C -1.11201 0.08605 0.13553 -2.73 -0.81 -0.95 0.682
H 0.67144 -2.94617 -3.08858 8.55 -1.62 -2.42 0.252
H 2.19838 1.32491 -1.39288 -0.28 -0.98 -0.61 0.392
H 2.82679 -2.49330 0.42075 -0.25 -1.49 0.37 0.318
H 0.83994 -0.50031 -0.59928 -0.75 0.98 0.00 0.033
H -2.92515 -0.81632 3.13270 1.21 4.26 -1.08 0.352
N 0.64416 1.58374 0.03994 2.08 -0.07 -1.31 -0.288
C 2.02508 1.81246 -0.45752 1.18 -1.27 1.35 -1.076
O -0.15478 0.94037 2.77668 3.95 1.16 0.98 -0.620
H -1.66720 -1.45931 -1.22278 -0.53 -0.37 -0.79 0.445
C -1.48061 -1.39365 -0.17820 -0.91 0.21 2.16 -1.535
O -0.12619 -2.77647 -2.86988 -7.85 -3.89 2.80 -0.559
C 0.13506 0.40055 -0.65981 0.08 -0.51 1.46 0.691
H 3.76176 -1.55672 0.73513 1.01 -1.83 1.11 0.321
O 3.65072 -2.54926 0.94073 -0.79 3.33 -1.46 -0.636
C -0.05982 0.71286 -2.13378 1.10 1.69 -1.00 -0.375
H -0.71409 -1.82566 2.38676 -0.06 -0.16 -0.09 0.230
H -2.91413 0.48251 2.18289 -2.76 1.71 -5.39 0.330
H -2.00511 0.80083 -0.02755 1.09 -0.96 -1.03 0.252
H 0.41165 -0.89604 2.32874 0.80 3.08 0.78 0.404
H 2.91876 1.46427 0.16821 -1.44 0.25 -0.24 0.244
H -1.96069 2.77377 -1.33475 -3.07 -2.79 0.24 0.296
H -0.91812 0.81295 3.27465 -2.88 -0.59 0.92 0.206
H -0.65820 -2.08184 0.07967 -0.38 0.53 -0.26 0.378
H -0.28299 -1.90963 -2.91598 -0.56 5.35 -0.47 0.338
H 0.56299 1.41650 1.04503 0.39 0.21 -0.58 0.277
H -1.05872 0.35581 1.17569 1.03 -0.85 -0.03 -0.601
O 0.20082 -1.75446 2.10627 -0.38 -3.23 -0.35 -0.601
O 0.22941 0.05625 -3.11520 -0.52 -0.64 1.06 -0.540
H -0.69189 3.19578 -0.51818 4.26 -1.97 6.06 0.276
H -0.24920 1.79716 -2.31601 -0.44 -0.49 0.28 0.578
```
Positions in Å, forces in eV/Å.